(1)
This record from OMol25 describes C6H11N in the gas phase. The level of theory is ωB97M-V with the def2-TZVPD basis set.

Last column: Mulliken charge in e.
Geometry (Å):
C  -0.41  1.38  2.77  -1.09
C  -0.58  1.08  1.31  -0.41
C  0.18  0.23  0.60  0.72
N  0.85  -0.84  1.16  -0.51
C  -0.02  0.16  -0.87  -0.53
C  0.19  -0.91  -1.63  -0.02
C  0.10  -0.94  -3.12  -1.22
H  -1.37  1.44  3.29  0.32
H  0.24  0.65  3.26  0.31
H  0.03  2.38  2.90  0.25
H  -1.31  1.64  0.74  0.28
H  1.50  -1.36  0.59  0.23
H  0.53  -1.25  2.01  0.15
H  -0.40  1.07  -1.34  0.26
H  0.37  -1.86  -1.13  0.35
H  0.93  -1.45  -3.60  0.32
H  -0.82  -1.48  -3.38  0.28
H  0.00  0.05  -3.55  0.32

Results
energy	-289.929946	Eh
SMILES	C/C=C(N)/C=C/C
ΔE to the lowest compared entry with this formula, charge and spin	109.6	kJ/mol
max |F|	2.114	eV/A
Kohn-Sham gap	8.631	eV

=====

(2)
This record from OMol25 describes a 4-piece molecular cluster, C28H34N5O4 overall. The level of theory is ωB97M-V with the def2-TZVPD basis set.

Last column: Mulliken charge in e.
Geometry (Å):
C  3.67  -3.72  3.56  -0.86
C  4.23  -2.53  2.54  0.59
C  5.56  -1.58  2.85  -0.51
C  6.09  -0.38  1.83  -0.35
C  5.32  -0.11  0.41  -0.46
C  4.00  -1.03  0.07  -0.25
C  3.44  -2.23  1.10  0.00
C  2.08  -3.00  0.61  -0.63
N  0.78  -2.40  1.15  0.48
C  -0.48  -3.28  1.12  -0.33
C  -1.96  -2.81  1.65  0.26
C  -3.27  -3.82  1.54  -0.44
N  -3.38  -4.30  0.11  -0.56
C  -2.12  -1.30  2.30  0.13
C  -3.50  -0.63  2.87  0.23
O  -4.30  0.05  2.00  -0.41
O  -3.86  -0.74  4.32  -0.44
C  -0.76  -0.37  2.34  -0.04
C  -0.72  1.18  2.97  -0.62
O  -0.52  2.14  1.88  -0.29
O  -1.01  1.72  0.75  -0.12
C  0.66  -1.00  1.72  -0.19
H  2.67  -3.35  4.08  0.20
H  3.35  -4.66  2.91  0.22
H  4.45  -4.00  4.41  0.34
H  6.14  -1.77  3.87  0.27
H  7.02  0.32  2.08  0.30
H  5.66  0.73  -0.32  0.34
H  3.42  -0.84  -0.95  0.13
H  2.17  -4.12  1.02  0.37
H  1.99  -3.01  -0.58  0.30
H  -0.33  -4.37  0.67  0.23
H  -4.23  -3.20  1.87  0.33
H  -3.16  -4.78  2.24  0.31
H  -3.26  -3.52  -0.58  0.28
H  -2.70  -5.05  -0.13  0.26
H  -3.00  -1.07  4.74  0.40
H  -1.69  1.37  3.62  0.29
H  0.18  1.17  3.76  0.34
H  -0.25  1.40  0.14  0.27
H  1.58  -0.25  1.75  0.52
N  2.71  -0.29  -4.80  0.04
C  2.61  1.07  -4.72  -0.79
C  1.79  1.38  -3.65  -0.25
C  1.39  0.16  -3.07  -0.11
C  1.97  -0.86  -3.79  -0.87
H  3.24  -0.80  -5.50  0.20
H  3.12  1.71  -5.43  0.39
H  1.52  2.38  -3.33  0.53
H  0.74  0.03  -2.21  0.52
H  1.92  -1.93  -3.68  0.35
N  -0.70  4.18  -1.74  0.21
C  -0.79  5.40  -2.37  -0.48
C  -0.62  6.38  -1.42  -0.50
C  -0.41  5.73  -0.18  -0.67
C  -0.47  4.38  -0.41  -0.30
H  -0.79  3.28  -2.20  0.17
H  -0.96  5.46  -3.43  0.40
H  -0.63  7.45  -1.60  0.42
H  -0.25  6.21  0.78  0.40
H  -0.36  3.54  0.27  0.47
N  -4.38  1.66  -3.29  0.03
C  -5.37  0.89  -2.75  -0.47
C  -5.17  0.85  -1.39  -0.81
C  -4.03  1.62  -1.10  0.09
C  -3.55  2.12  -2.29  -0.65
H  -4.27  1.86  -4.28  0.19
H  -6.13  0.44  -3.37  0.40
H  -5.79  0.31  -0.67  0.44
H  -3.59  1.80  -0.12  0.49
H  -2.71  2.75  -2.52  0.27

Results
charge	+1
energy	-1661.025116	Eh
max |F|	9.837	eV/A
Kohn-Sham gap	4.631	eV

=====

(3)
This record from OMol25 describes a 2-piece molecular cluster, C7H15F2N2 overall. The level of theory is ωB97M-V with the def2-TZVPD basis set.

Last column: Mulliken charge in e.
Geometry (Å):
C  -1.42  0.01  0.43  -0.92
C  0.84  0.32  1.49  -0.86
C  -0.83  0.41  -0.94  -0.85
C  1.45  0.78  0.20  -0.59
C  -0.70  0.59  1.71  0.17
C  -1.22  -0.24  2.90  -1.60
C  1.18  0.51  -2.25  -0.70
N  0.02  -1.72  -3.61  0.17
N  0.66  0.19  -0.99  0.19
F  0.16  -2.22  -2.34  -0.11
F  1.09  -2.16  -4.20  -0.06
H  -2.54  0.47  0.53  0.32
H  -1.39  -1.02  0.67  0.41
H  1.17  -0.76  1.50  0.35
H  1.29  0.77  2.25  0.50
H  -1.25  -0.17  -1.70  0.46
H  -1.16  1.37  -1.11  0.51
H  1.41  1.89  0.12  0.39
H  2.56  0.25  0.08  0.35
H  -0.92  1.56  1.78  0.51
H  -0.92  -1.32  3.04  0.34
H  -2.24  -0.20  3.03  0.50
H  -0.86  0.32  3.75  0.44
H  0.82  1.25  -3.00  0.30
H  1.88  -0.14  -2.73  0.40
H  0.92  -0.72  -0.65  0.39

Results
charge	+1
energy	-584.407908	Eh
ΔE to the lowest compared entry with this formula, charge and spin	759.6	kJ/mol
max |F|	7.187	eV/A
Kohn-Sham gap (alpha / beta)	9.290 / 9.998	eV

=====

(4)
This record from OMol25 describes C9H14OSe in the gas phase. The level of theory is ωB97M-V with the def2-TZVPD basis set.

Last column: Mulliken charge in e.
Geometry (Å):
C  1.32  -0.77  -4.04  -0.87
Se  0.13  0.16  -2.79  0.11
C  0.95  -0.39  -1.11  -0.65
C  0.59  1.08  0.02  -0.86
C  -0.31  0.94  0.97  0.91
C  -0.49  2.09  1.92  0.24
C  -0.75  1.68  3.35  -1.27
O  -0.36  3.23  1.58  -0.56
C  -1.09  -0.32  1.21  -0.50
C  -1.06  -1.30  0.04  -1.01
C  0.36  -1.60  -0.42  -0.46
H  2.07  -1.30  -3.48  0.29
H  0.74  -1.46  -4.64  0.26
H  1.79  -0.03  -4.68  0.30
H  2.03  -0.40  -1.22  0.54
H  1.17  1.95  -0.22  0.41
H  0.11  1.10  3.70  0.35
H  -1.64  1.07  3.43  0.33
H  -0.87  2.56  3.97  0.36
H  -0.70  -0.82  2.10  0.34
H  -2.14  -0.06  1.42  0.39
H  -1.56  -2.22  0.34  0.36
H  -1.61  -0.87  -0.80  0.37
H  0.99  -1.87  0.43  0.32
H  0.35  -2.45  -1.11  0.28

Results
energy	-2827.942574	Eh
SMILES	C[Se][C@H]1C=C(C(C)=O)CCC1
ΔE to the lowest compared entry with this formula, charge and spin	0.0	kJ/mol
max |F|	4.745	eV/A
Kohn-Sham gap	9.039	eV